Molecular formula: C2H8N3S
Method: DFT, ωB97M-V/def2-TZVPD

Its expectation value of S² is 2.010. The HOMO energy (alpha / beta) comes out at -11.23 / -14.54 eV. As for the net charge: +1. The total energy comes out at -17496.835 eV. The value obtained for the LUMO energy (alpha / beta) is -3.53 / -6.42 eV. For the HOMO-LUMO gap (alpha / beta), the calculation gives 7.7 / 8.1 eV. Its spin multiplicity is 3.

```
14
C2H8N3S ωB97M-V/def2-TZVPD
C 0.4960 -0.7389 -0.1480
C -1.9540 -0.9736 -0.0286
N -0.5192 -1.5220 -0.0750
N 0.2411 1.2788 0.1175
N 1.2999 2.0065 0.2561
S 2.0309 -1.2324 -0.1043
H -1.9578 -0.4599 0.9123
H -2.0323 -0.3946 -0.9110
H -2.6036 -1.8826 0.0378
H -0.5681 -2.4686 0.0781
H -0.2605 1.5249 -0.6937
H 1.5587 2.3198 1.2014
H 1.7424 2.5690 -0.4582
H 2.5264 -0.0264 -0.1845
```

Molecular formula: C52H137N11O15
Method: DFT, ωB97M-V/def2-TZVPD

The HOMO energy comes out at -8.66 eV. The total energy comes out at -103236.509 eV. The value obtained for the LUMO energy is 0.47 eV. For the HOMO-LUMO gap, the calculation gives 9.1 eV. As for the SMILES: COC[C@H](C)N.COC[C@H](C)N.COC[C@H](C)N.COC[C@H](C)N.COC[C@H](C)N.COC[C@H](C)N.COC[C@H](C)N.COCCNCCOC.COCCNCCOC.COCCNCCOC.COCCNCCOC.

```
215
C52H137N11O15 ωB97M-V/def2-TZVPD
C 5.5758 -3.5122 0.5027
O 4.6298 -3.1194 -0.4753
C 3.2801 -3.2588 -0.0985
C 2.4461 -2.9918 -1.3092
N 2.8192 -4.0182 -2.2651
C 1.9485 -4.0254 -3.4633
C 1.9515 -2.6734 -4.1930
O 3.3233 -2.2068 -4.3107
C 3.3934 -0.9593 -4.9548
H 6.5292 -3.0826 0.2243
H 5.6948 -4.6057 0.5517
H 5.3552 -3.1346 1.4978
H 3.1941 -2.5616 0.8003
H 3.0658 -4.2612 0.1638
H 2.5850 -1.9289 -1.6880
H 1.4968 -3.0744 -0.9608
H 3.8330 -3.8974 -2.4252
H 0.8783 -4.2522 -3.1165
H 2.3106 -4.8529 -4.1815
H 1.3456 -1.9284 -3.6431
H 1.4952 -2.7653 -5.2099
H 4.4315 -0.7287 -5.2803
H 3.0329 -0.0968 -4.3078
H 2.7330 -1.0033 -5.8130
C -11.2955 -0.3334 2.4842
O -11.0575 -1.2903 1.4483
C -10.7864 -2.5646 1.8867
C -10.7698 -3.3527 0.6290
N -9.6848 -2.9670 -0.2849
C -9.9252 -3.6078 -1.6504
C -8.7901 -3.5302 -2.5867
O -7.7106 -4.3888 -2.1839
C -6.6189 -4.2598 -2.9976
H -11.7257 -0.7751 3.4149
H -11.9918 0.3751 2.1066
H -10.3792 0.3013 2.6384
H -11.5333 -3.0445 2.5096
H -9.8637 -2.5104 2.4222
H -11.7000 -3.1840 0.1817
H -10.6919 -4.4241 0.9133
H -8.8800 -3.4219 0.1067
H -10.8579 -3.0405 -2.0199
H -10.0907 -4.7033 -1.4805
H -8.3851 -2.4997 -2.6045
H -9.1993 -3.7500 -3.6187
H -6.2650 -3.1581 -3.0459
H -6.7415 -4.4875 -4.0324
H -5.7976 -4.9035 -2.6732
C -4.5082 -1.0529 -3.0243
O -3.4800 -0.2418 -3.6405
C -3.9641 0.8742 -4.3261
C -2.8329 1.3718 -5.2354
N -1.5954 1.5769 -4.4306
C -0.4251 1.9305 -5.2181
C 0.4602 2.8319 -4.3950
O 1.7066 2.9495 -4.9483
C 2.6071 3.6111 -4.0789
H -4.4867 -0.9670 -1.9886
H -4.4445 -2.0937 -3.2725
H -5.4883 -0.7429 -3.3796
H -4.2588 1.6152 -3.5742
H -4.7981 0.6105 -4.9407
H -3.1842 2.3610 -5.6774
H -2.6629 0.6189 -5.9684
H -1.4188 0.7909 -3.8606
H -0.7486 2.4333 -6.0991
H 0.1611 1.0677 -5.4636
H 0.5964 2.3619 -3.4497
H 0.0112 3.8019 -4.1570
H 2.2729 4.6555 -3.7597
H 3.6176 3.7031 -4.5501
H 2.7810 2.9111 -3.2285
C 6.8243 7.5410 -3.3576
O 6.0323 6.7039 -2.5502
C 4.6109 6.7893 -2.7327
C 3.9649 5.8339 -1.7831
N 4.4023 5.9647 -0.3965
C 3.5983 5.2138 0.5220
C 2.3391 5.8407 0.9851
O 1.2705 5.6811 0.0256
C 0.1422 6.4694 0.2492
H 7.7627 7.6100 -2.8929
H 6.3214 8.5012 -3.4932
H 6.9060 7.1393 -4.3773
H 4.3518 6.5275 -3.7630
H 4.2682 7.7912 -2.4975
H 4.2806 4.7989 -2.1926
H 2.8886 6.0358 -1.8992
H 5.3852 5.8479 -0.4106
H 4.1587 5.1553 1.4850
H 3.3421 4.1349 0.1670
H 2.4897 6.9382 1.2043
H 2.0203 5.4127 1.9300
H -0.3651 6.0732 1.1233
H -0.3917 6.4496 -0.7503
H 0.4542 7.5673 0.5067
C -2.2038 5.2188 5.0978
C -1.3354 4.1191 4.6162
C -1.3163 4.0960 3.1081
O -2.5794 3.7595 2.5991
C -2.4334 3.6431 1.2169
N -0.0203 4.3358 5.2043
H -1.9577 6.2494 4.6894
H -2.2805 5.3527 6.1506
H -3.2884 5.1352 4.7345
H -1.6432 3.0967 4.9230
H -0.5886 3.3772 2.7565
H -1.0288 5.0070 2.6883
H -1.6817 2.9066 0.9011
H -2.1021 4.5668 0.7442
H -3.4071 3.4187 0.7556
H 0.1520 5.3215 5.2462
H -0.0062 4.0701 6.1759
C 4.9505 5.4146 4.3264
C 4.0011 4.4688 4.9731
C 3.5762 3.3155 3.9796
O 2.9914 2.2553 4.7528
C 1.7102 1.6616 4.4354
N 4.5994 3.9176 6.2037
H 4.5233 6.0360 3.5219
H 5.7899 4.8357 3.8944
H 5.3613 6.0774 5.0543
H 3.1082 4.9769 5.2837
H 4.5062 2.9401 3.5226
H 2.9727 3.6809 3.1605
H 1.5308 0.9974 5.3312
H 1.6898 0.9875 3.6263
H 0.9771 2.4239 4.4516
H 5.4688 3.4291 5.9693
H 3.9533 3.2695 6.5080
C 1.4323 -6.4824 5.3840
C 1.7627 -5.9142 4.0209
C 0.5758 -5.0835 3.5961
O 0.7621 -4.7466 2.2263
C 0.0587 -3.6171 1.7421
N 2.9982 -5.1397 4.0023
H 1.4046 -5.6445 6.1117
H 2.0120 -7.3906 5.7471
H 0.3891 -6.8228 5.3952
H 1.8196 -6.6712 3.2123
H 0.3684 -4.1755 4.2168
H -0.3745 -5.6647 3.6560
H -1.0662 -3.7321 1.7660
H 0.2436 -3.5512 0.6549
H 0.2827 -2.6787 2.2692
H 3.2042 -4.4744 4.7410
H 3.1577 -4.5863 3.1456
C 4.8707 1.1921 -1.0555
C 5.5777 0.5811 -2.2449
C 6.6050 1.4893 -2.8847
O 6.0788 2.6633 -3.4323
C 7.0849 3.5836 -3.8630
N 6.1946 -0.6380 -1.7551
H 3.9480 0.6837 -0.7460
H 4.5821 2.2003 -1.3410
H 5.5621 1.4145 -0.2749
H 4.8709 0.2959 -3.0617
H 7.1314 0.8822 -3.6480
H 7.2788 1.7551 -2.0547
H 6.5980 4.5287 -3.9499
H 7.5085 3.3826 -4.8459
H 7.9182 3.5612 -3.1345
H 6.8075 -1.0354 -2.4359
H 5.5244 -1.3060 -1.4962
C -1.3668 0.0710 3.9005
C -2.2512 -1.1237 3.9697
C -2.7359 -1.6875 2.5786
O -3.5344 -0.7510 1.9942
C -4.0665 -1.0664 0.7170
N -1.6491 -2.1992 4.7505
H -1.1756 0.6523 4.7621
H -1.8489 0.7422 3.1479
H -0.4227 -0.2801 3.4546
H -3.1794 -0.8444 4.4951
H -3.2155 -2.6405 2.8002
H -1.7905 -1.7769 2.0789
H -4.7048 -0.2464 0.4444
H -4.5674 -2.0158 0.7958
H -3.2293 -1.1342 -0.0426
H -0.6456 -2.1031 4.9405
H -2.0885 -2.0779 5.6336
C 0.1451 -8.0669 0.7120
C 0.2755 -7.0522 -0.4363
C -1.0576 -6.2709 -0.4738
O -1.2101 -5.4929 -1.6603
C -2.4191 -4.8000 -1.5298
N 1.5211 -6.2999 -0.2085
H 1.0896 -8.6106 0.7809
H -0.5737 -8.8827 0.6836
H -0.0631 -7.5369 1.6743
H 0.3374 -7.3839 -1.4625
H -1.2589 -5.6469 0.3819
H -1.8504 -7.0664 -0.5007
H -2.4971 -4.2868 -0.5428
H -3.2619 -5.5129 -1.3924
H -2.5920 -4.0877 -2.3394
H 1.7735 -5.7547 -1.0296
H 1.4600 -5.6316 0.5880
C 0.8121 1.2691 0.7622
C 0.3284 0.9982 -0.6690
C -0.1737 -0.4119 -0.7305
O -0.6344 -0.6482 -2.0746
C -1.2473 -1.8828 -2.2491
N -0.8548 1.8914 -1.0080
H 0.0147 0.9453 1.4554
H 0.9384 2.3113 0.9776
H 1.7462 0.8048 1.0236
H 1.1559 1.1439 -1.3455
H -0.9956 -0.4738 -0.0342
H 0.5694 -1.0665 -0.3080
H -1.2649 -2.0114 -3.3691
H -2.2645 -1.9426 -1.7965
H -0.5852 -2.5989 -1.7290
H -0.5086 2.8951 -0.8622
H -1.1261 1.8827 -2.0170
```

Q: Which of these has the highest total energy?
A: C2H8N3S